No. 1
The molecule C4H7NO4S, computed with wB97M-V/def2-TZVPD.

Summary:
gap between HOMO and LUMO: 0.4014 Eh
ΔE to the lowest compared entry with this formula, charge and spin: 0.0 kcal per mole
SMILES string: O=C(O)[C@@H]1NCCS1(=O)=O
electronic energy: -24776.26168 eV

Element x y z (Å)
O  3.73908  0.97064  -0.81050
C  2.73429  0.93526  -0.16530
O  2.62638  1.45733  1.05053
C  1.45490  0.29003  -0.66994
N  0.27392  0.89341  -0.11392
C  -0.85295  -0.03021  -0.19742
C  -0.42661  -1.27042  0.55564
S  1.33872  -1.41573  0.06964
O  2.14805  -1.50377  1.24602
O  1.49975  -2.40160  -0.95281
H  1.74155  1.30136  1.42250
H  1.47841  0.15577  -1.75809
H  0.05341  1.78124  -0.55556
H  -1.09288  -0.29487  -1.23849
H  -1.72460  0.44637  0.25506
H  -0.44661  -1.13870  1.63217
H  -0.94607  -2.17156  0.25486

Atoms 1-6, force components in eV/Å:
0.01 -0.01 -0.02
-0.09 0.01 -0.10
0.30 0.31 0.39
-0.04 -0.73 0.17
-0.24 0.50 0.00
-0.49 0.07 -0.15

Mulliken population analysis, charges in e, atoms 1 to 6:
1 O -0.5405
2 C 0.2620
3 O -0.4760
4 C 0.1106
5 N -0.4667
6 C -0.6535

No. 2
A cluster of 20 separate species, C74H206N18O20 in total, computed with wB97M-V/def2-TZVPD.

Summary:
gap between HOMO and LUMO: 0.3099 Eh
electronic energy: -147830.83497 eV

Element x y z (Å)
C  -2.04603  -1.45994  7.14893
O  -2.59990  -2.61875  6.59856
H  -1.41441  -1.64690  8.01737
H  -1.25793  -1.06175  6.50984
H  -2.76645  -0.66795  7.35348
H  -3.55967  -2.62859  6.58044
C  1.74669  3.36802  1.88409
O  1.26906  4.68820  1.77263
H  1.58544  2.87577  0.92503
H  2.82221  3.50469  1.99674
H  1.35992  2.78383  2.71909
H  1.80890  5.19706  2.38193
C  9.29650  0.48990  0.92974
C  7.80301  0.60048  1.21308
C  7.42935  1.92875  2.02508
O  6.10595  1.95699  2.43251
C  5.75034  3.15270  3.13809
N  7.18054  0.69825  -0.09234
H  9.92148  0.57638  1.81857
H  9.70738  1.30094  0.32849
H  9.60275  -0.39362  0.36967
H  7.42136  -0.32057  1.65365
H  7.54185  2.70527  1.26846
H  8.07653  2.14728  2.87450
H  6.15402  3.03872  4.14414
H  4.66434  3.08514  3.20235
H  6.05617  3.99023  2.51110
H  6.17484  0.76129  -0.02389
H  7.51136  1.55592  -0.51073
C  -5.77043  3.82282  -0.40410
C  -4.90593  4.93591  -1.03166
C  -3.42237  4.56327  -1.41785
O  -2.65225  5.50606  -2.15377
C  -1.35322  5.13068  -2.53486
N  -5.53019  5.51971  -2.28406
H  -5.56683  3.60594  0.64452
H  -5.90078  2.97794  -1.08031
H  -6.78874  4.20640  -0.46736
H  -4.90635  5.74472  -0.30095
H  -3.25646  3.58033  -1.85877
H  -2.99393  4.39796  -0.42930
H  -1.55499  4.37754  -3.29655
H  -0.89234  4.59514  -1.70486
H  -0.77124  6.02704  -2.74915
H  -5.93781  4.81919  -2.88673
H  -4.73866  5.86717  -2.80642
C  0.66220  5.81145  -6.96024
C  -0.02375  4.55405  -6.48502
C  -1.30138  4.19435  -7.29515
O  -1.13683  3.98763  -8.67312
C  -1.10025  2.56096  -8.99438
N  0.87410  3.42197  -6.59628
H  0.85225  5.79951  -8.03348
H  1.57966  6.15525  -6.48255
H  -0.08792  6.58763  -6.80872
H  -0.08321  4.61592  -5.39841
H  -1.87269  5.12145  -7.24831
H  -1.80921  3.33004  -6.86716
H  -2.00444  1.99719  -8.76481
H  -0.25019  2.10268  -8.48893
H  -0.97590  2.29919  -10.04515
H  1.05585  3.21104  -7.56714
H  0.42246  2.55709  -6.33531
C  3.80488  -1.52477  -8.35228
C  4.43132  -0.17681  -7.95170
C  3.54787  0.90997  -7.40091
O  2.42104  1.19920  -8.22544
C  2.70963  1.75575  -9.49905
N  5.48332  -0.32910  -6.97911
H  4.56060  -1.97527  -8.99572
H  2.86828  -1.53271  -8.90977
H  3.62352  -2.03900  -7.40847
H  5.06195  0.18399  -8.76424
H  4.05577  1.84761  -7.17522
H  3.18731  0.53156  -6.44440
H  3.49927  1.28167  -10.08198
H  3.06794  2.76769  -9.31011
H  1.75886  1.85822  -10.02216
H  5.09417  -0.64215  -6.10123
H  6.19598  -0.98827  -7.25790
C  1.42876  2.99345  6.93477
C  0.03952  2.56301  7.40644
C  -0.61513  3.77246  8.25081
O  0.18832  4.49463  9.14741
C  0.38469  3.86148  10.28940
N  -0.66037  2.27791  6.13273
H  1.90651  3.55298  7.73901
H  1.40363  3.81834  6.22271
H  2.09275  2.18722  6.62302
H  0.09140  1.64024  7.98430
H  -1.64207  3.56310  8.55026
H  -0.80410  4.56058  7.52195
H  0.91193  4.57187  10.92616
H  1.00024  2.96496  10.21554
H  -0.52066  3.54398  10.80672
H  -0.05137  1.70796  5.56317
H  -1.35290  1.66391  6.53709
C  3.10592  -4.90684  -8.99368
C  3.54601  -5.98879  -7.94500
C  3.67133  -5.48897  -6.50767
O  4.36968  -4.24203  -6.50482
C  4.63256  -3.73859  -5.17807
N  2.73455  -7.15471  -7.91242
H  3.71498  -4.00557  -9.06334
H  2.11139  -4.51754  -8.77586
H  2.94371  -5.32860  -9.98561
H  4.56065  -6.29271  -8.20234
H  4.21731  -6.18596  -5.87189
H  2.66737  -5.26807  -6.14524
H  3.79583  -3.12774  -4.83914
H  5.54236  -3.13962  -5.13816
H  4.76325  -4.56313  -4.47726
H  2.99337  -7.77956  -7.16232
H  1.85220  -6.71925  -7.68451
C  -3.74511  -2.75360  -1.17349
C  -3.47014  -3.04930  -2.64408
C  -2.26821  -3.97986  -2.92213
O  -1.06491  -3.30885  -2.52329
C  0.14287  -4.03823  -2.72214
N  -4.68940  -3.49767  -3.30912
H  -2.87358  -2.19964  -0.82469
H  -4.06513  -3.60138  -0.56772
H  -4.56776  -2.04323  -1.09142
H  -3.12764  -2.15772  -3.16931
H  -2.12826  -4.30102  -3.95430
H  -2.46506  -4.91267  -2.39370
H  0.05935  -5.11644  -2.58575
H  0.95994  -3.63506  -2.12385
H  0.31605  -3.95431  -3.79500
H  -4.42371  -3.73940  -4.25308
H  -5.27574  -2.67756  -3.37015
C  5.69081  -4.85214  2.19109
C  4.48927  -4.13260  1.57291
C  4.34073  -4.55219  0.03585
O  5.53482  -4.07711  -0.64009
C  5.42336  -2.76664  -1.14113
N  3.28743  -4.46789  2.34541
H  5.94578  -4.24694  3.06104
H  6.60039  -4.94324  1.59742
H  5.30102  -5.82361  2.49509
H  4.61084  -3.05014  1.53302
H  3.36240  -4.22288  -0.31419
H  4.30988  -5.62840  -0.13421
H  6.36633  -2.65323  -1.67597
H  5.66506  -2.07401  -0.33493
H  4.51503  -2.55188  -1.70408
H  3.04554  -5.44549  2.26876
H  2.45096  -4.06270  1.95015
C  3.14186  0.37919  4.62191
C  3.15779  -1.18827  4.50288
C  2.10121  -1.91041  5.37461
O  2.23736  -1.65982  6.78088
C  2.29218  -2.80708  7.62526
N  2.95250  -1.53526  3.12722
H  2.13771  0.75587  4.42720
H  3.88373  0.89420  4.01160
H  3.40651  0.71510  5.62452
H  4.20364  -1.39991  4.72534
H  2.24265  -2.94750  5.07044
H  1.07675  -1.75814  5.03492
H  3.16069  -3.38470  7.30882
H  1.46743  -3.50741  7.49332
H  2.40080  -2.55965  8.68124
H  3.67786  -1.03629  2.63225
H  3.15947  -2.51328  2.98320
C  1.01511  0.12707  -1.66760
C  1.46939  0.01635  -0.15584
C  0.32418  0.32045  0.84954
O  -0.57239  1.46642  0.72573
C  -1.56057  1.62756  1.75543
N  2.09218  -1.32207  -0.01600
H  0.22867  -0.55634  -1.98784
H  1.87277  -0.25909  -2.21843
H  0.62713  1.13446  -1.81839
H  2.24816  0.77309  -0.06114
H  0.79688  0.37343  1.83028
H  -0.30363  -0.56864  0.90861
H  -2.02633  0.68720  2.05015
H  -2.20312  2.46409  1.48074
H  -1.00127  1.81026  2.67298
H  1.51368  -2.02959  -0.44596
H  2.35986  -1.60974  0.91444
C  -1.65364  8.42747  0.04990
C  -0.48631  7.54486  0.41247
C  0.33090  8.15949  1.60866
O  1.25145  9.11556  1.20189
C  1.69138  9.94231  2.34420
N  -1.13531  6.30411  0.82942
H  -1.38281  9.45505  -0.19264
H  -2.24377  8.53257  0.96027
H  -2.20848  7.91431  -0.73554
H  0.24652  7.41472  -0.38385
H  0.90586  7.41660  2.16153
H  -0.33133  8.63468  2.33236
H  2.49275  10.55219  1.92713
H  1.89371  9.40276  3.26943
H  0.98550  10.75182  2.52998
H  -1.59331  5.95023  0.00171
H  -0.63490  5.62917  1.38992
C  -0.67444  8.31782  5.77529
C  -0.95440  6.87023  5.43129
C  -2.39990  6.78377  4.91512
O  -2.96954  5.47347  4.88221
C  -2.67330  4.58076  3.80023
N  0.02599  6.38894  4.34424
H  0.39794  8.45362  5.91549
H  -1.07851  8.65661  6.72924
H  -1.01759  8.99757  4.99535
H  -0.67669  6.27373  6.30030
H  -2.30508  7.17480  3.90210
H  -3.10045  7.49293  5.35606
H  -3.15874  4.71698  2.83386
H  -2.78696  3.52027  4.02506
H  -1.61478  4.73511  3.59095
H  -0.16101  5.39645  4.35300
H  -0.20866  6.73305  3.42412
C  -5.35647  3.24665  5.00038
C  -6.42092  4.29886  5.21312
C  -7.41642  4.01120  6.37778
O  -8.16314  2.93887  5.94928
C  -9.15095  2.45209  6.89172
N  -5.70056  5.58475  5.57829
H  -5.79146  2.29432  5.30359
H  -4.47945  3.38808  5.63199
H  -5.05423  3.22425  3.95335
H  -6.99403  4.39177  4.29062
H  -8.10881  4.83887  6.53158
H  -6.81616  3.90989  7.28195
H  -8.67481  2.33605  7.86533
H  -9.61442  1.52264  6.56091
H  -9.91775  3.13829  7.25125
H  -5.49926  5.49357  6.56382
H  -4.85685  5.50255  5.02921
C  -4.73131  -3.44875  3.86469
C  -5.53597  -4.61945  4.45030
C  -5.11696  -5.06571  5.81922
O  -5.94501  -6.06746  6.45600
C  -5.78383  -7.45291  6.05733
N  -6.89278  -4.18786  4.42518
H  -3.66180  -3.60471  4.00588
H  -4.92976  -2.47684  4.31646
H  -5.03808  -3.24114  2.83956
H  -5.55152  -5.47210  3.77143
H  -5.18086  -4.17113  6.43868
H  -4.09444  -5.43323  5.73268
H  -4.74800  -7.76496  6.19067
H  -6.05819  -7.60478  5.01341
H  -6.54157  -8.02984  6.58750
H  -7.46201  -4.79007  5.00260
H  -7.16349  -4.27655  3.45618
C  1.46471  -8.35438  3.20394
C  2.36133  -8.16262  1.97410
C  2.10586  -9.19723  0.79801
O  3.01163  -8.98736  -0.32870
C  4.30189  -9.52684  -0.24167
N  2.23408  -6.82433  1.42347
H  0.46759  -8.71877  2.95682
H  1.29305  -7.43749  3.76781
H  2.00604  -8.94867  3.94008
H  3.39446  -8.23814  2.31330
H  1.12413  -9.16629  0.32540
H  2.17854  -10.24853  1.07656
H  4.66683  -9.27725  -1.23797
H  4.17406  -10.60078  -0.10594
H  5.03187  -9.06021  0.41975
H  1.28585  -6.71837  1.09222
H  2.68880  -6.70754  0.52921
C  -4.55923  1.72054  -6.37678
C  -4.55735  1.72755  -4.82254
C  -3.42111  0.90507  -4.10733
O  -3.55285  1.05321  -2.73801
C  -2.52197  0.66323  -1.88625
N  -4.45388  3.10518  -4.54957
H  -4.93774  0.75901  -6.72363
H  -3.52911  1.74797  -6.73203
H  -5.07935  2.54550  -6.86363
H  -5.43445  1.27829  -4.35676
H  -2.41365  1.20642  -4.39421
H  -3.54103  -0.15240  -4.34285
H  -2.15160  -0.35999  -1.82352
H  -2.76793  0.97828  -0.87218
H  -1.65731  1.29367  -2.09366
H  -4.29070  3.05044  -3.55435
H  -3.58499  3.43717  -4.94319
C  -0.39962  -1.98035  -5.69280
C  0.17041  -1.08135  -6.81931
C  -0.84813  -0.76869  -8.01901
O  -1.43397  -1.86087  -8.69932
C  -0.64312  -2.89593  -9.31644
N  0.53397  0.25585  -6.32924
H  0.29018  -1.85739  -4.85785
H  -0.49850  -3.00839  -6.04131
H  -1.37622  -1.67127  -5.32022
H  1.12498  -1.37750  -7.25426
H  -0.17599  -0.21315  -8.67300
H  -1.62615  -0.10948  -7.63400
H  -0.30754  -2.47624  -10.26477
H  -1.24516  -3.75438  -9.61427
H  0.16936  -3.24741  -8.68047
H  1.05633  0.54466  -7.14400
H  1.20370  0.12461  -5.58470
C  -0.45802  -2.98738  2.11911
C  0.04375  -4.42784  1.77662
C  -1.11549  -5.32965  1.24417
O  -0.58213  -6.45836  0.53666
C  -1.53785  -7.53495  0.29513
N  0.91390  -4.12726  0.71356
H  -0.94629  -3.02091  3.09305
H  -1.01883  -2.60448  1.26648
H  0.45932  -2.50359  2.45459
H  0.39855  -4.99058  2.64006
H  -1.58367  -4.80406  0.41191
H  -1.83024  -5.52780  2.04291
H  -2.45989  -7.09094  -0.08014
H  -1.78337  -7.99187  1.25379
H  -1.03146  -8.23105  -0.37352
H  1.15700  -5.04727  0.37506
H  0.28970  -3.79375  -0.00704

Atoms 1-6, force components in eV/Å:
0.87 0.73 0.11
0.07 -0.74 -0.30
-0.63 -0.44 0.66
-0.31 0.17 -0.80
-0.04 -0.08 0.08
0.10 0.37 0.21

Mulliken population analysis, charges in e, atoms 1 to 6:
1 C -0.4463
2 O -0.4420
3 H 0.3210
4 H -0.0132
5 H 0.3394
6 H 0.2244

Q: Which value of electronic energy does entry 1 give?
A: -24776.26168 eV

Q: gap between HOMO and LUMO of number 1 (C4H7NO4S)?
A: 0.4014 Eh

Q: Which value of electronic energy does entry 2 give?
A: -147830.83497 eV